No. 1
{"formula": "H16O8", "method": "wB97M-V/def2-TZVPD", "relative_energy_kcal_mol": 56.1, "smiles": "O.O.O.O.O.O.O.O", "gap_ev": 10.69, "elements": ["O", "H", "H", "O", "H", "H", "O", "H", "H", "O", "H", "H", "O", "H", "H", "O", "H", "H", "O", "H", "H", "O", "H", "H"], "positions_angstrom": [[-1.09481, 2.46725, -2.58654], [-1.14198, 2.56588, -3.56395], [-0.21121, 2.15711, -2.44560], [-2.02682, -0.05295, 0.33008], [-2.42151, -0.92463, 0.42463], [-2.64459, 0.49518, -0.20223], [2.45582, -1.60871, 0.71861], [1.65179, -1.07672, 0.69390], [2.29887, -2.02329, 1.55103], [-1.02867, -2.09690, 3.04065], [-1.11799, -2.95472, 2.64724], [-1.09032, -1.42425, 2.35512], [0.63145, 0.29373, 0.65587], [0.89598, 0.73351, -0.15578], [-0.29421, 0.37442, 0.72738], [-2.90914, 1.19310, 2.69047], [-2.29035, 1.32945, 3.39783], [-2.39616, 0.78256, 1.94333], [3.41939, -0.87689, -1.92938], [3.07544, -0.79221, -1.03383], [3.47995, 0.04801, -2.23117], [1.03620, 0.68689, -2.00520], [1.49525, 0.58849, -2.85379], [0.22759, 0.11571, -2.16867]]}

---

No. 2
{"formula": "C5H15N2", "method": "wB97M-V/def2-TZVPD", "relative_energy_kcal_mol": 41.9, "smiles": "CNC[C@@H](C)[NH2+]C", "total_charge": 1, "gap_ev": 10.81, "elements": ["C", "N", "C", "C", "C", "N", "C", "H", "H", "H", "H", "H", "H", "H", "H", "H", "H", "H", "H", "H", "H", "H"], "positions_angstrom": [[2.80028, -0.84695, -0.47607], [1.56916, -0.17594, -0.03053], [0.59280, 0.23240, -0.98891], [-0.71272, 0.71460, -0.34361], [-2.07257, 0.85468, -1.04709], [-0.95691, -0.48675, 0.74133], [-0.98342, -0.04556, 2.17772], [3.19033, -1.41478, 0.43493], [3.48592, -0.21027, -0.99181], [2.45584, -1.65788, -1.13051], [1.80909, 0.67353, 0.50689], [0.84808, 0.93871, -1.84268], [0.32822, -0.53596, -1.72447], [-0.54732, 1.55482, 0.31170], [-1.87754, 1.77837, -1.62202], [-3.00167, 0.89381, -0.49807], [-2.15316, 0.00175, -1.72392], [-1.63632, -1.09621, 0.25667], [-0.08903, -1.06669, 0.61636], [-1.80826, 0.64039, 2.20501], [0.05665, 0.20686, 2.41080], [-1.29746, -0.95294, 2.75830]]}

---

No. 3
{"formula": "C2HO3S2", "method": "wB97M-V/def2-TZVPD", "relative_energy_kcal_mol": 50.6, "total_charge": -1, "gap_ev": 6.92, "elements": ["C", "C", "O", "O", "O", "S", "S", "H"], "positions_angstrom": [[-0.10218, -0.01393, 0.06640], [-2.10655, 0.13346, 0.33514], [-2.34446, 0.08982, 1.50172], [0.39062, 1.04400, 0.07212], [2.74021, -0.35901, -0.59060], [-2.57510, 0.29637, -1.16415], [1.50820, -1.53131, -0.22010], [2.48926, 0.34060, -0.00054]]}

---

No. 4
{"formula": "C29H35Al2BrClF7O15", "method": "wB97M-V/def2-TZVPD", "gap_ev": 1.14, "elements": ["C", "C", "C", "C", "C", "C", "O", "C", "O", "C", "C", "C", "C", "C", "C", "C", "O", "O", "C", "O", "H", "H", "H", "H", "H", "H", "H", "H", "H", "H", "H", "H", "H", "H", "Al", "F", "O", "C", "O", "C", "C", "C", "H", "H", "H", "H", "H", "H", "C", "C", "O", "C", "O", "C", "F", "F", "F", "H", "H", "H", "H", "H", "H", "C", "C", "O", "C", "O", "C", "F", "F", "F", "H", "H", "H", "H", "H", "C", "O", "H", "H", "H", "H", "Cl", "Al", "Br", "C", "O", "O", "O"], "positions_angstrom": [[5.48447, 2.11337, -0.86670], [5.16324, 3.02827, 0.34756], [3.54911, 3.06871, 0.54016], [3.14369, 4.54251, 1.11051], [2.56908, 5.57715, 0.06736], [1.26955, 5.75624, -0.23586], [0.28459, 5.05485, 0.32212], [-0.97840, 5.63682, 0.36893], [-1.16443, 6.79136, 0.52715], [-2.04713, 4.63456, 0.24466], [-1.95523, 3.42017, 0.91746], [-2.97186, 2.48899, 0.81628], [-4.09498, 2.75052, 0.03848], [-4.19424, 3.96618, -0.63236], [-3.16926, 4.89326, -0.53346], [1.19257, 6.77461, -1.26094], [0.33699, 7.39588, -1.78338], [2.54910, 7.08790, -1.65007], [3.45187, 6.52994, -0.74265], [4.60523, 6.83847, -0.65081], [6.52950, 1.83447, -0.83799], [4.84216, 1.24682, -0.77088], [5.23836, 2.60709, -1.81810], [5.55175, 4.09090, 0.20847], [5.62631, 2.63303, 1.24187], [3.30045, 2.29117, 1.39581], [3.00256, 2.77288, -0.36636], [2.35524, 4.40617, 1.83049], [4.03909, 4.96537, 1.54993], [-1.09110, 3.18554, 1.52216], [-2.93580, 1.54886, 1.34128], [-4.88534, 2.02193, -0.04787], [-5.07273, 4.17882, -1.22105], [-3.22916, 5.83277, -1.06479], [4.17166, 4.37785, -1.03272], [2.21645, 6.45879, 2.24459], [-1.53526, -0.30528, 2.55026], [-2.30920, -1.10666, 2.12755], [-2.93919, -0.97607, 0.94467], [-3.88488, -2.04369, 0.77404], [-3.39769, -3.18402, 1.69492], [-2.76007, -2.37806, 2.83126], [-4.86710, -1.66939, 1.05781], [-3.90623, -2.33991, -0.26918], [-4.23042, -3.92219, 2.06064], [-2.64874, -3.77982, 1.17628], [-3.47809, -2.11498, 3.61014], [-1.90818, -2.89251, 3.26599], [5.95443, -0.67769, -6.12222], [6.84902, 0.53843, -6.31191], [6.17057, 1.78219, -6.38613], [5.75154, 2.41781, -5.18130], [6.66012, 2.51507, -4.25240], [4.44534, 1.80449, -4.57653], [3.56614, 1.41914, -5.51459], [3.83373, 2.76404, -3.83985], [4.63370, 0.76153, -3.76341], [5.05346, -0.59693, -6.72913], [6.49533, -1.58175, -6.40842], [5.65257, -0.80412, -5.08554], [7.33842, 0.44040, -7.28321], [7.64914, 0.56822, -5.56775], [5.36260, 3.38390, -5.58640], [-4.63530, -9.75683, 3.24801], [-5.10892, -8.60592, 4.10908], [-3.99042, -7.81575, 4.57283], [-3.52277, -6.91330, 3.73689], [-3.92620, -6.66599, 2.63618], [-2.35969, -6.14978, 4.39375], [-1.51742, -6.97065, 5.01971], [-2.83365, -5.27343, 5.29353], [-1.66940, -5.46375, 3.48078], [-3.89946, -10.35970, 3.78142], [-5.47676, -10.39073, 2.97173], [-4.16092, -9.39495, 2.33577], [-5.59708, -8.97781, 5.00661], [-5.82280, -7.97365, 3.59056], [-7.16922, -5.04493, 3.33600], [-7.14278, -6.07071, 4.33088], [-6.97134, -5.49409, 2.35986], [-8.15491, -4.56751, 3.31582], [-6.40394, -4.30056, 3.55013], [-7.32129, -5.66405, 5.18333], [3.69984, 0.46243, 1.56528], [2.73677, 9.34365, -1.43180], [-5.62660, -4.29993, 0.99354], [1.70767, -1.12019, -4.46347], [2.70179, -1.11832, -5.16994], [0.53248, -0.93948, -4.85742], [1.69790, -1.29845, -3.22388]]}

---

No. 5
{"formula": "C47H36F15GeN5OPRbS6", "method": "wB97M-V/def2-TZVPD", "relative_energy_kcal_mol": 20.3, "total_charge": -2, "gap_ev": 2.74, "elements": ["Rb", "N", "C", "C", "N", "C", "C", "N", "C", "C", "N", "H", "H", "H", "H", "H", "H", "H", "H", "H", "H", "H", "H", "H", "H", "H", "H", "H", "H", "O", "C", "S", "C", "C", "S", "S", "S", "S", "C", "N", "C", "C", "C", "C", "C", "C", "H", "H", "H", "H", "H", "F", "C", "C", "C", "F", "C", "F", "C", "F", "C", "F", "Ge", "S", "C", "C", "F", "C", "F", "C", "F", "C", "F", "C", "F", "C", "C", "F", "C", "F", "C", "F", "C", "F", "C", "F", "C", "P", "C", "C", "C", "C", "C", "C", "C", "C", "C", "C", "C", "C", "H", "H", "H", "H", "H", "H", "H", "H", "H", "H", "H", "H", "H"], "positions_angstrom": [[0.20658, 1.96976, -0.37733], [3.14389, 2.08103, -0.08479], [3.47966, 2.60046, 1.21130], [3.35350, 1.62248, 2.43020], [1.96530, 1.30902, 2.83349], [1.78372, -0.10416, 3.15026], [0.42600, -0.78019, 2.83821], [0.05671, -0.88019, 1.46585], [1.51005, 2.08889, 3.95100], [1.14815, 3.53198, 3.67376], [0.39695, 3.74953, 2.43157], [3.17455, 1.05658, -0.11655], [3.82632, 2.35675, -0.78167], [2.84667, 3.53604, 1.35087], [4.51627, 2.93509, 1.29046], [3.94203, 2.03012, 3.26120], [3.82608, 0.72166, 2.08728], [2.07408, -0.33307, 4.20193], [2.42891, -0.68145, 2.47092], [-0.41047, -0.25323, 3.40530], [0.49108, -1.78893, 3.28624], [-0.60030, -1.64109, 1.34184], [0.85986, -1.05488, 0.79223], [2.21153, 1.95838, 4.75696], [0.57575, 1.50995, 4.30323], [2.06083, 4.14662, 3.67037], [0.52554, 3.84819, 4.50395], [0.52615, 4.70596, 2.17808], [-0.60347, 3.63628, 2.65015], [-2.37042, 7.37070, -5.02627], [-1.63980, 6.76213, -4.27164], [-0.61505, 5.35675, -4.77995], [0.00855, 4.87500, -3.19509], [-0.29674, 5.80694, -2.15998], [0.19198, 5.67704, -0.51373], [-1.27187, 7.17583, -2.61685], [0.93952, 3.50647, -3.10269], [-2.19145, -1.44389, -3.78973], [-1.25490, -0.61211, -2.58705], [-1.58189, 0.62255, -2.36765], [-2.57763, 1.05491, -3.18389], [-3.23392, 2.32404, -3.09898], [-4.40873, 2.52003, -3.83222], [-4.82027, 1.52039, -4.71897], [-4.22766, 0.25772, -4.80589], [-3.12282, 0.00986, -4.01064], [-0.42967, -1.13608, -2.12537], [-2.84659, 3.13952, -2.44785], [-4.93975, 3.54763, -3.79410], [-5.51134, 1.86390, -5.51059], [-4.61524, -0.52309, -5.45753], [4.48750, -5.34359, -1.28364], [3.16439, -5.52550, -1.06801], [2.30400, -4.41257, -0.99288], [0.93458, -4.65176, -0.94745], [0.02204, -3.63389, -0.88734], [0.40772, -5.95202, -0.92784], [-0.93847, -6.15489, -1.11115], [1.25222, -7.05011, -0.98116], [0.77808, -8.28754, -1.21577], [2.62338, -6.80106, -1.07559], [3.32586, -7.95151, -1.10274], [3.10832, -2.64065, -1.44020], [1.93349, -0.79029, -1.35639], [4.50144, -2.13634, -0.08635], [5.43685, -1.08770, -0.33663], [5.28562, -0.31542, -1.41504], [6.58608, -0.98673, 0.42807], [7.48246, 0.00459, 0.14372], [6.68395, -1.76928, 1.55631], [7.70111, -1.50094, 2.47161], [5.67488, -2.63778, 1.91642], [5.69128, -3.26163, 3.09578], [4.57293, -2.80749, 1.11886], [3.51129, -3.54279, 1.52825], [3.69871, -2.95630, -3.36181], [5.06551, -2.95696, -3.56919], [5.94624, -2.74199, -2.52715], [5.63370, -3.23742, -4.81304], [6.94695, -3.51623, -4.95405], [4.82698, -3.32564, -5.93066], [5.36873, -3.68278, -7.08399], [3.45890, -3.26918, -5.77670], [2.71028, -3.46371, -6.89759], [2.88781, -3.10145, -4.48804], [1.52887, -3.12861, -4.32452], [-7.23051, 1.53296, 1.38525], [-5.40065, 1.87219, 1.26324], [-4.74672, 0.17093, 1.11942], [-3.82479, -0.35459, 2.02217], [-3.41301, -1.65275, 1.82169], [-3.77705, -2.39676, 0.71264], [-4.71065, -1.88308, -0.18326], [-5.29338, -0.63951, 0.10063], [-5.14019, 2.20197, 3.03163], [-4.56204, 3.42300, 3.34587], [-4.13458, 3.67710, 4.67095], [-4.38960, 2.75849, 5.67269], [-5.06706, 1.58200, 5.33817], [-5.48841, 1.31176, 4.06461], [-7.63348, 1.75684, 0.41287], [-7.65209, 2.09625, 2.21936], [-7.36036, 0.48879, 1.56700], [-3.38336, 0.26764, 2.84132], [-2.79544, -2.12145, 2.57745], [-3.21633, -3.31098, 0.54189], [-4.97353, -2.43704, -1.06571], [-5.97384, -0.18026, -0.58662], [-4.33292, 4.15935, 2.52877], [-3.70813, 4.67063, 4.91138], [-3.97660, 2.88577, 6.71172], [-5.19980, 0.76265, 6.04464], [-6.14543, 0.42142, 3.84649]]}

---

No. 6
{"formula": "C4H8N2S", "method": "wB97M-V/def2-TZVPD", "relative_energy_kcal_mol": 50.7, "smiles": "CNC(=S)N1CC1", "gap_ev": 9.01, "elements": ["C", "N", "C", "S", "N", "C", "C", "H", "H", "H", "H", "H", "H", "H", "H"], "positions_angstrom": [[1.52378, -1.34971, -0.13447], [0.06069, -1.56178, 0.01469], [-0.96915, -0.68945, -0.19636], [-2.54974, -1.14189, 0.03494], [-0.55146, 0.58097, -0.46972], [0.11203, 1.49586, 0.39891], [-1.14446, 1.89441, -0.23457], [1.76219, -0.84916, -1.06975], [2.07342, -2.29292, -0.11164], [1.95360, -0.75616, 0.67714], [-0.20807, -2.53051, 0.03505], [1.18841, 1.71288, 0.16712], [0.08342, 1.19767, 1.44414], [-1.34069, 2.60620, -1.03355], [-1.99398, 1.68359, 0.47807]]}

---

Q: Number 2 is which compound?
A: C5H15N2